Record 1
DFT (the ωB97M-V functional and the def2-TZVPD basis) results for a molecular structure, C3H5DyO3.

Computed properties:
Electronic energy, eV: -33398.2370
ΔE to the lowest compared entry with this formula, charge and spin, kJ/mol: 0.00
Charge: +2
HOMO (alpha / beta), eV: -18.4 / -18.4
Spin multiplicity: 6
E_LUMO (alpha / beta), eV: -10.491 / -11.799

Last column: Mulliken spin population.
Positions of all 12 atoms, in Å:
O: -0.0738 -0.7761 -0.2015  -0.006
C: -0.4312 0.3671 0.3162  0.090
C: 1.3637 -0.8298 -0.3283  0.000
O: -1.5856 0.6419 0.6208  0.082
O: 0.5596 1.1854 0.5217  0.007
C: 1.7887 0.5982 0.0385  -0.001
H: 1.6044 -1.1063 -1.3580  0.000
H: 1.7317 -1.5884 0.3695  0.000
H: 2.1242 1.1849 -0.8229  0.000
H: 2.5263 0.6418 0.8459  0.000
H: -5.5735 -0.2722 -0.5819  0.489
Dy: -4.0344 -0.0464 0.5800  4.338

***

Record 2
DFT (the ωB97M-V functional and the def2-TZVPD basis) results for 2 unconnected molecules or ions with the total composition C3H5F.

Computed properties:
Electronic energy, eV: -5906.4366
ΔE to the lowest compared entry with this formula, charge and spin, kJ/mol: 211.71
Charge: 0
SMILES: C#C.CF
HOMO, eV: -10.9
Spin multiplicity: 1
E_LUMO, eV: 1.144

Last column: natural (NBO) charge in e.
Positions of all 9 atoms, in Å:
C: 2.0224 0.1045 0.4866  -0.264
C: 2.1917 -1.0677 0.5140  -0.229
H: 1.8826 1.1876 0.3872  0.242
H: 2.4255 -2.1399 0.3848  0.249
C: -1.3686 -0.0059 0.0937  -0.126
F: -1.1885 -1.2266 -0.5528  -0.389
H: -0.9142 -0.0318 1.0590  0.174
H: -2.5278 0.0740 -0.0131  0.177
H: -0.7880 0.6327 -0.5128  0.166

***

Record 3
DFT (the ωB97M-V functional and the def2-TZVPD basis) results for 2 unconnected molecules or ions with the total composition C3H5F.

Computed properties:
Electronic energy, eV: -5905.8401
ΔE to the lowest compared entry with this formula, charge and spin, kJ/mol: 269.26
Charge: 0
SMILES: C#CF.C
HOMO, eV: -10.7
Spin multiplicity: 1
E_LUMO, eV: 0.830

Last column: natural (NBO) charge in e.
Positions of all 9 atoms, in Å:
C: 1.0155 1.2083 1.6645  -0.419
C: 1.6295 1.2590 0.6366  0.417
F: 2.2783 1.4594 -0.4490  -0.256
H: 0.7576 0.8234 2.6794  0.260
C: -1.1664 -0.9071 -0.9374  -0.858
H: -1.3054 -2.1197 -1.0000  0.206
H: -0.3951 -0.5983 -0.1516  0.218
H: -0.6710 -0.6467 -1.8082  0.211
H: -2.1429 -0.4783 -0.6341  0.222

***

Record 4
DFT (the ωB97M-V functional and the def2-TZVPD basis) results for a molecular structure, C3H5F2N.

Computed properties:
Electronic energy, eV: -10110.8207
ΔE to the lowest compared entry with this formula, charge and spin, kJ/mol: 531.87
Charge: 0
HOMO (alpha / beta), eV: -9.3 / -9.3
Spin multiplicity: 1
E_LUMO (alpha / beta), eV: -0.067 / -0.067

Last column: natural (NBO) charge in e.
Positions of all 11 atoms, in Å:
C: -0.0630 0.9968 0.7972  -0.324
C: -0.4513 0.0096 -0.0618  -0.250
C: 0.3480 -0.8501 -0.9202  -0.280
N: 1.2208 0.2073 -2.2314  0.287
F: 2.0250 -0.6878 -2.9362  -0.265
F: 0.1958 0.4773 -3.0723  -0.247
H: -0.6012 1.5005 1.5131  0.206
H: 0.8595 1.4597 0.5288  0.198
H: -1.5456 -0.3876 -0.1954  0.212
H: -0.0625 -1.5394 -1.6774  0.235
H: 1.3914 -1.0216 -0.5207  0.229

***

Record 5
DFT (the ωB97M-V functional and the def2-TZVPD basis) results for a single C3H5F2NO molecule.

Computed properties:
Electronic energy, eV: -12162.8472
ΔE to the lowest compared entry with this formula, charge and spin, kJ/mol: 196.67
Charge: 0
SMILES: C=C(O)C(N)(F)F
HOMO, eV: -9.5
Spin multiplicity: 1
E_LUMO, eV: 0.624

Last column: natural (NBO) charge in e.
Positions of all 12 atoms, in Å:
C: -0.7787 1.2173 -0.9941  -0.554
C: -0.2863 0.1143 -0.5518  0.314
O: -0.9475 -1.0450 -0.2882  -0.714
C: 1.4748 -0.0289 -0.1171  0.800
N: 1.9929 -1.2006 0.1927  -0.840
F: 1.6251 1.0472 0.8763  -0.410
F: 1.9956 0.5250 -1.1966  -0.328
H: -1.8413 1.1916 -1.2348  0.211
H: -0.0412 1.9985 -1.1305  0.244
H: -1.9478 -0.9523 -0.1881  0.490
H: 2.8601 -1.2188 0.6341  0.394
H: 1.3685 -1.6245 0.8777  0.394

***

Record 6
DFT (the ωB97M-V functional and the def2-TZVPD basis) results for 2 unconnected molecules or ions with the total composition C3H5F2OP.

Computed properties:
Electronic energy, eV: -19959.2583
ΔE to the lowest compared entry with this formula, charge and spin, kJ/mol: 287.47
Charge: 0
HOMO (alpha / beta), eV: -10.3 / -10.3
Spin multiplicity: 1
E_LUMO (alpha / beta), eV: -1.867 / -1.867

Last column: natural (NBO) charge in e.
Positions of all 12 atoms, in Å:
C: -0.5378 -0.6814 -0.0123  0.508
C: -1.8452 -0.0445 -0.3941  -0.718
C: 0.7339 0.1209 -0.3043  0.418
O: -0.2917 -1.7928 0.3875  -0.499
F: 0.0502 1.1852 1.4998  -0.665
F: 0.5548 1.0508 -1.1795  -0.265
P: 2.2747 -0.4919 0.2843  0.353
H: -1.5096 0.7771 -1.1604  0.241
H: -2.2105 0.2438 0.5715  0.284
H: -2.5125 -0.8665 -0.9576  0.246
H: 2.2735 0.0054 1.6067  0.104
H: 3.0204 0.4938 -0.3416  -0.007

***

Record 7
DFT (the ωB97M-V functional and the def2-TZVPD basis) results for 2 unconnected molecules or ions with the total composition C3H5F3O3S2.

Computed properties:
Electronic energy, eV: -39153.0295
Charge: 0
HOMO (alpha / beta), eV: -9.1 / -9.7
Spin multiplicity: 1
E_LUMO (alpha / beta), eV: -2.001 / -0.993

Last column: natural (NBO) charge in e.
Positions of all 16 atoms, in Å:
C: -1.3284 -0.2878 -1.4083  -0.871
C: 2.1603 2.1227 -0.0235  -0.241
C: 2.5699 0.6991 0.1753  0.912
O: 0.1126 1.9522 0.2678  -0.747
O: -3.2602 0.1188 0.4665  -0.904
O: -1.5210 -1.6883 0.7846  -0.898
F: 3.5754 0.3265 -0.7623  -0.355
F: 3.2147 0.5922 1.3510  -0.321
F: 1.6252 -0.1675 0.1390  -0.292
S: -0.8785 1.2423 1.2286  0.574
S: -1.9244 -0.4083 0.3066  1.937
H: -2.0095 0.4957 -1.8268  0.248
H: -0.3443 0.0335 -1.3189  0.248
H: -1.3425 -1.1113 -2.1191  0.267
H: 2.7014 2.8757 0.5669  0.219
H: 1.8890 2.5866 -1.0240  0.225

***

Record 8
DFT (the ωB97M-V functional and the def2-TZVPD basis) results for 2 unconnected molecules or ions with the total composition C3H5F3Se.

Computed properties:
Electronic energy, eV: -76687.5454
ΔE to the lowest compared entry with this formula, charge and spin, kJ/mol: 288.46
Charge: 0
HOMO (alpha / beta), eV: -8.1 / -8.1
Spin multiplicity: 1
E_LUMO (alpha / beta), eV: 0.559 / 0.559

Last column: natural (NBO) charge in e.
Positions of all 12 atoms, in Å:
C: 1.6421 -0.5323 0.7259  -0.859
C: 0.0258 0.8130 -1.1805  -0.646
C: -1.7453 -0.0212 -0.0110  0.923
F: -1.5778 -1.4080 0.1181  -0.363
F: -1.6962 0.5649 1.2088  -0.337
F: -2.8626 0.2973 -0.6894  -0.333
Se: 1.1432 1.2269 0.2299  0.395
H: 2.4014 -0.9288 0.0616  0.247
H: 2.1715 -0.5077 1.7027  0.244
H: 0.6372 -0.9052 1.1073  0.262
H: 0.2326 -0.2320 -1.5793  0.244
H: -0.3720 1.6331 -1.6943  0.223

***

Record 9
DFT (the ωB97M-V functional and the def2-TZVPD basis) results for 2 unconnected molecules or ions with the total composition C3H5FN2.

Computed properties:
Electronic energy, eV: -8884.8735
ΔE to the lowest compared entry with this formula, charge and spin, kJ/mol: 412.17
Charge: 0
SMILES: C=C=N.C=NF
HOMO, eV: -9.2
Spin multiplicity: 1
E_LUMO, eV: 0.826

Last column: natural (NBO) charge in e.
Positions of all 11 atoms, in Å:
C: 1.3226 -0.7514 -0.1157  -0.667
C: 2.1280 0.0061 0.5644  0.437
N: 2.6314 1.0523 1.0200  -0.642
H: 0.7353 -1.3863 0.4806  0.241
H: 1.6642 -1.3162 -1.1086  0.251
H: 3.4966 1.1467 1.4215  0.379
C: -2.3038 0.2483 -0.9092  -0.133
N: -2.6980 -0.3522 0.1095  -0.010
F: -2.7274 0.3512 1.3518  -0.267
H: -2.2496 -0.3627 -1.7780  0.210
H: -1.9992 1.3642 -1.0362  0.199

***

Record 10
DFT (the ωB97M-V functional and the def2-TZVPD basis) results for a single C3H5FN2 molecule.

Computed properties:
Electronic energy, eV: -8885.6596
ΔE to the lowest compared entry with this formula, charge and spin, kJ/mol: 336.33
Charge: 0
SMILES: CN(F)CC#N
HOMO, eV: -10.2
Spin multiplicity: 1
E_LUMO, eV: 0.770

Last column: natural (NBO) charge in e.
Positions of all 11 atoms, in Å:
C: 0.8251 -0.6203 0.8664  -0.484
N: 0.7801 -0.1320 -0.5142  0.022
F: 1.7646 0.8972 -0.5413  -0.294
C: -0.7626 0.7245 -0.8077  -0.346
C: -1.6555 -0.3291 -0.4311  0.238
N: -2.3162 -1.1460 0.0332  -0.285
H: 1.9090 -0.5139 1.0337  0.234
H: 0.4223 0.1181 1.5724  0.196
H: 0.5205 -1.6022 0.7379  0.235
H: -0.7093 0.9046 -1.8056  0.236
H: -0.7781 1.6990 -0.1438  0.249

***

Record 11
DFT (the ωB97M-V functional and the def2-TZVPD basis) results for 2 unconnected molecules or ions with the total composition C3H5FN2.

Computed properties:
Electronic energy, eV: -8886.7324
ΔE to the lowest compared entry with this formula, charge and spin, kJ/mol: 232.81
Charge: 0
HOMO, eV: -8.7
Spin multiplicity: 1
E_LUMO, eV: 1.067

Last column: natural (NBO) charge in e.
Positions of all 11 atoms, in Å:
C: 1.0936 -2.6230 -0.1944  -0.473
C: -0.5882 2.1201 0.3797  -0.497
C: -1.6629 1.6386 -0.2026  0.236
N: 1.7412 -1.6125 0.1591  0.066
N: 2.3284 -0.7000 0.4778  -0.047
F: -1.5715 0.7628 -1.2193  -0.343
H: 0.6322 -2.6424 -1.1616  0.229
H: 0.9818 -3.4466 0.4831  0.226
H: -0.6566 2.8291 1.1818  0.216
H: 0.3952 1.8165 0.0593  0.219
H: -2.6931 1.8575 0.0371  0.168

***

Record 12
DFT (the ωB97M-V functional and the def2-TZVPD basis) results for a single C3H5FN2O5 molecule.

Computed properties:
Electronic energy, eV: -19119.0935
ΔE to the lowest compared entry with this formula, charge and spin, kJ/mol: 137.16
Charge: 0
SMILES: COCC(F)([N+](=O)[O-])[N+](=O)[O-]
HOMO, eV: -10.8
Spin multiplicity: 1
E_LUMO, eV: -0.844

Last column: natural (NBO) charge in e.
Positions of all 16 atoms, in Å:
C: -0.4193 0.4423 2.1513  -0.249
O: -1.1785 -0.3154 1.3010  -0.497
C: -0.6915 -0.9015 0.2564  -0.015
C: -0.0409 0.2240 -0.9132  0.428
F: -1.0428 1.0479 -1.2753  -0.291
N: 0.2384 -0.5834 -2.2388  0.500
O: 1.0374 -1.4902 -2.1488  -0.336
O: -0.4153 -0.2303 -3.2090  -0.319
N: 1.1517 0.8576 -0.4635  0.479
O: 1.9294 0.0830 -0.0068  -0.338
O: 1.2229 2.0262 -0.6463  -0.323
H: 0.5982 -0.0482 2.3410  0.179
H: -0.8335 0.4565 3.0875  0.203
H: -0.3243 1.4584 1.5775  0.179
H: 0.2099 -1.4974 0.4135  0.188
H: -1.4418 -1.5295 -0.2266  0.211

***

Copy entry 9 word for word.
DFT (the ωB97M-V functional and the def2-TZVPD basis) results for 2 unconnected molecules or ions with the total composition C3H5FN2.

Computed properties:
Electronic energy, eV: -8884.8735
ΔE to the lowest compared entry with this formula, charge and spin, kJ/mol: 412.17
Charge: 0
SMILES: C=C=N.C=NF
HOMO, eV: -9.2
Spin multiplicity: 1
E_LUMO, eV: 0.826

Last column: natural (NBO) charge in e.
Positions of all 11 atoms, in Å:
C: 1.3226 -0.7514 -0.1157  -0.667
C: 2.1280 0.0061 0.5644  0.437
N: 2.6314 1.0523 1.0200  -0.642
H: 0.7353 -1.3863 0.4806  0.241
H: 1.6642 -1.3162 -1.1086  0.251
H: 3.4966 1.1467 1.4215  0.379
C: -2.3038 0.2483 -0.9092  -0.133
N: -2.6980 -0.3522 0.1095  -0.010
F: -2.7274 0.3512 1.3518  -0.267
H: -2.2496 -0.3627 -1.7780  0.210
H: -1.9992 1.3642 -1.0362  0.199

***

- Look up the spin multiplicity of the tenth one.
  1

***

- Which formula does entry 3 have?
  C3H5F